Below is a structure of composition C55H46AsHgN6O2S at a distorted geometry, with properties calculated with ωB97M-V/def2-TZVPD.

```
112
Properties=species:S:1:pos:R:3:forces:R:3
Hg -0.4401 0.9844 -0.7612 0.003 -0.917 -1.047
C 6.2335 1.8074 -0.5291 -6.830 9.649 2.202
C 4.8200 1.4420 -1.0759 1.683 1.563 0.564
O 4.6640 0.3474 -1.5141 -0.473 -2.345 -0.688
C 3.8322 2.5049 -1.1162 0.649 1.973 0.387
C 4.2533 3.8477 -0.9325 0.981 1.809 0.725
C 3.4742 4.9713 -1.2653 2.642 2.028 0.116
C 2.2378 4.7740 -1.8274 -1.426 -3.883 -0.697
C 1.7169 3.3981 -1.9340 -0.238 3.909 -0.392
C 2.4747 2.2968 -1.4787 -2.171 -1.799 0.084
O 1.8684 1.1508 -1.3581 1.437 0.804 -0.402
H 6.8271 1.0854 -0.6032 4.974 -6.035 -0.278
H 5.8545 2.1558 0.6584 1.921 -1.023 -3.220
H 6.6089 2.8127 -1.1067 -0.675 -2.611 1.644
H 5.2315 4.2710 -0.4600 -1.446 -1.839 -0.996
H 4.0823 6.0583 -1.2293 -2.136 -2.912 0.028
H 1.6097 5.5392 -2.2180 -0.268 0.727 -0.120
H 0.6427 3.2853 -2.3268 1.929 -0.127 0.663
C 0.3768 0.7175 3.3205 -1.086 1.176 2.206
C 0.4614 0.1791 2.0765 1.243 -0.789 1.490
N -0.6643 -0.0515 1.4929 -4.129 -1.310 -1.997
C -1.9615 0.1050 2.0319 7.022 0.673 -0.642
C -2.0984 0.8038 3.2162 -2.059 -1.390 -0.474
C -0.9343 1.1228 3.8341 5.174 2.660 0.595
C -3.4355 1.0871 3.6104 -1.774 0.858 2.300
C -4.6241 0.2830 3.7047 3.603 2.374 -0.515
C -4.6212 -1.0304 3.3376 -2.226 -0.792 -0.448
C -5.9458 -1.5064 3.0182 -3.763 -2.097 -0.219
C -6.1776 -2.9729 2.4561 1.438 6.781 3.091
N -5.0962 -3.6351 2.4893 7.503 -0.344 -0.465
C -3.8298 -2.9445 2.6651 0.362 -1.222 2.310
N -3.4248 -1.7542 3.1576 -3.524 -2.695 -1.904
H 1.3032 0.9205 3.8994 -0.847 0.259 -0.379
H 1.4454 -0.0776 1.6099 -1.118 0.415 0.121
H -2.5920 0.2208 1.2424 -2.592 -0.748 -1.591
H -0.7381 2.1067 4.4049 -1.204 -1.965 0.221
H -3.5166 1.9834 4.2258 0.003 0.309 -0.111
H -5.5331 0.8205 3.8881 -0.331 -0.013 0.215
H -6.8314 -0.7559 3.4983 2.270 -2.403 -1.988
H -6.6363 -3.6787 1.8504 -4.052 0.088 -0.834
H -3.0157 -3.6616 2.5880 -0.187 0.118 -0.414
C 6.1345 -3.9422 2.2773 -4.284 1.156 -1.085
C 6.2879 -3.0071 1.2604 0.837 0.080 -1.035
C 5.2022 -2.4539 0.5793 -2.772 -6.504 9.931
C 3.8598 -2.6672 1.0407 2.104 -2.068 0.640
C 3.7060 -3.6243 2.1041 1.337 2.355 -1.549
C 4.7835 -4.2347 2.6804 2.272 -1.134 -0.516
As 2.4102 -1.9009 0.0091 -0.033 0.759 -0.875
C 2.9272 -2.5598 -1.8362 0.112 -0.360 4.783
C 3.4197 -3.8098 -1.9453 1.551 -4.078 1.063
C 3.6283 -4.3941 -3.2243 0.328 -0.343 1.192
C 3.2764 -3.6322 -4.3225 -0.175 1.716 2.989
C 2.8057 -2.3188 -4.1631 1.405 -3.268 1.914
C 2.7008 -1.8113 -2.8924 -1.899 2.612 -3.586
C 1.0660 -3.2043 0.4971 -1.134 -0.591 0.158
C 0.4569 -4.0826 -0.4223 1.263 0.825 -0.314
C -0.4859 -4.9907 -0.0182 -0.516 0.103 -1.664
C -1.0696 -4.8772 1.2298 -3.660 -2.905 0.329
C -0.6038 -3.9687 2.1655 1.509 0.274 0.638
C 0.5448 -3.1736 1.8039 -1.180 -1.118 -0.532
H 6.8145 -4.6572 2.5288 2.392 -1.224 0.963
H 7.2778 -2.7720 0.8225 -0.449 -0.294 0.508
H 5.2313 -1.8827 -0.1150 1.391 7.006 -8.777
H 2.7683 -3.7959 2.4872 -2.045 -0.758 0.549
H 4.6446 -5.1827 3.2354 -0.096 0.949 0.230
H 3.6788 -4.4320 -0.9543 -0.667 1.376 -2.406
H 4.0694 -5.4285 -3.3614 -0.605 1.376 0.320
H 3.5390 -3.9929 -5.2134 0.417 -1.421 -3.780
H 2.4128 -1.8102 -4.9398 -0.802 1.799 -2.601
H 2.2399 -0.8375 -2.9383 0.152 0.410 1.153
H 0.7062 -4.0487 -1.4987 0.152 -0.051 0.789
H -0.7951 -5.6312 -0.8780 -0.381 0.154 1.324
H -2.1489 -5.6495 1.3702 3.565 2.599 0.083
H -0.9885 -3.9571 3.2226 0.320 0.240 -1.383
H 1.0172 -2.5310 2.5247 -0.199 0.260 0.336
N -0.4296 2.7281 0.3809 -0.295 1.435 0.402
C -1.1276 3.7175 0.0109 -0.243 -0.615 1.259
C -1.9605 3.6983 -1.2005 -4.068 -3.797 -0.852
C -2.9604 2.5526 -1.3202 2.127 0.359 -0.748
C -3.5379 2.2935 -2.8206 -1.644 -5.212 10.524
C -3.0935 3.1467 -3.6652 -1.230 0.536 -8.174
C -2.3405 4.2717 -3.5043 2.646 3.715 -0.751
C -1.7984 4.5799 -2.2895 1.794 -0.311 2.437
C -1.1680 5.0595 0.7613 9.336 -3.982 -6.539
C 0.0991 5.7864 0.4734 -3.488 3.096 3.406
C 0.2814 7.0983 1.0229 1.722 -1.793 -1.075
C -0.7778 7.7691 1.7221 -1.474 -6.878 -1.948
C -1.9794 7.0053 1.9752 4.040 2.370 -1.842
C -2.0509 5.6202 1.3978 -10.904 8.322 10.008
H -2.8345 1.4879 -0.0303 -0.785 3.127 -3.960
H -4.3129 1.2814 -2.7578 2.593 3.289 -1.114
H -3.4075 2.8407 -4.7883 0.682 1.123 2.251
H -1.9526 5.0491 -4.2925 -1.329 -2.159 0.792
H -0.9473 5.3027 -2.0214 -1.628 -0.381 -1.259
H 0.8669 5.2817 0.0221 1.677 -1.116 -1.058
H 1.4155 7.4520 0.9236 -2.790 -0.139 0.279
H -0.6022 8.6357 2.1413 0.634 4.531 1.985
H -2.7138 7.6744 2.5419 0.347 -2.051 -0.779
H -3.0548 5.5278 2.0911 1.734 -2.528 -2.852
C -4.2919 -4.4279 -3.1043 0.308 1.775 -0.046
C -3.8697 -3.1314 -2.3615 1.237 0.123 -0.705
C -4.5497 -2.6360 -1.2719 -0.475 -0.255 0.799
C -4.1219 -1.4402 -0.6940 -1.386 -0.510 -0.229
N -3.0756 -0.7388 -1.1449 -0.642 -0.418 0.911
C -2.3528 -1.3560 -2.0710 0.827 -1.778 -1.159
S -0.6931 -0.8265 -2.4611 -1.021 0.421 0.640
N -2.7278 -2.5145 -2.7385 -0.619 0.574 0.417
H -3.7664 -5.2418 -2.6592 0.408 -0.736 0.255
H -4.0337 -4.3572 -4.1613 0.260 0.038 0.100
H -5.3548 -4.6198 -3.0632 -0.314 0.088 0.343
H -5.3651 -3.2047 -0.8113 0.179 0.386 -0.226
H -4.8293 -1.1168 0.1127 1.292 0.506 -0.418
```
Forces are in eV/Å.

Computed properties:
Kohn-Sham gap (alpha / beta)	4.3 / 6.5	eV
energy above the lowest of the compared OMol25 structures with the same formula, charge and spin	0.0	kJ/mol
⟨S²⟩	0.7809
LUMO (alpha / beta)	4.2 / 4.2	eV
E_HOMO (alpha / beta)	-0.12 / -2.31	eV
multiplicity	2
total charge	-2
M	1130.59	g/mol